No. 1
# C46H45BN7O6S2SbTi

A structure of composition C46H45BN7O6S2SbTi at a distorted geometry (wB97M-V/def2-TZVPD, OMol25).

The HOMO energy comes out at -0.86 eV. The charge is -2. The spin multiplicity is 1. As for the HOMO-LUMO gap: 4.2 eV.

Geometry (Å):
Ti 1.20872 -0.09227 2.01511
O 2.90509 0.56038 1.77171
C 3.18050 1.54620 0.90001
C 3.98568 2.60942 1.29423
C 4.28151 3.61342 0.38767
C 3.81065 3.56652 -0.92176
C 3.02095 2.50700 -1.32535
C 2.67867 1.49574 -0.42128
C 1.90064 0.35416 -0.85965
N 1.43256 -0.45823 0.02830
N 1.01847 -1.72362 -0.34870
C 1.02189 -2.45404 0.71315
O 1.39247 -1.95665 1.88744
C 0.64528 -3.88087 0.63869
C 0.36818 -4.46815 -0.59601
C -0.01582 -5.79707 -0.65036
C -0.12453 -6.54240 0.51968
C 0.14832 -5.95413 1.74680
C 0.53307 -4.62162 1.81179
H 4.35200 2.62930 2.31291
H 4.88126 4.45530 0.71330
H 4.03341 4.36181 -1.62146
H 2.62424 2.46971 -2.33260
H 1.77989 0.11519 -1.91270
H 0.43972 -3.86746 -1.49300
H -0.24218 -6.24922 -1.60740
H -0.42879 -7.58124 0.47182
H 0.05099 -6.53095 2.65938
H 0.72043 -4.13666 2.76125
C -2.98488 -5.21304 4.63372
C -1.74341 -4.72957 5.37970
C -1.43728 -3.28968 5.12888
N -0.37288 -2.88268 4.53768
N -0.30364 -1.52841 4.38175
C -1.33316 -0.91568 4.87612
N -1.53366 0.41819 4.78170
S -2.51133 -1.99245 5.57742
H -3.19129 -6.25912 4.86219
H -2.84238 -5.11671 3.55750
H -3.86351 -4.62705 4.90658
H -0.86420 -5.28538 5.05014
H -1.85803 -4.90264 6.45371
H -0.69753 0.94460 4.52023
H -2.14132 0.85481 5.45287
S -1.10307 0.53913 -2.05411
Sb -0.58282 0.75677 -4.34052
C 0.52964 2.83570 -3.83598
C 0.19016 3.70636 -2.79307
C 0.80409 4.93904 -2.62211
C 1.81638 5.34110 -3.48999
C 2.19490 4.49606 -4.52285
C 1.54778 3.27125 -4.68474
C -2.16729 2.06907 -5.07027
C -2.43365 2.17777 -6.43261
C -3.41641 3.03336 -6.91362
C -4.16334 3.79877 -6.02862
C -3.91897 3.69132 -4.66576
C -2.93132 2.83546 -4.19693
C -2.18970 -0.97164 -4.91678
C -2.02479 -1.70399 -6.09297
C -2.87668 -2.74063 -6.46790
C -3.94405 -3.08430 -5.65078
C -4.14026 -2.37574 -4.46866
C -3.27640 -1.34605 -4.11935
H -0.56217 3.39150 -2.07660
H 0.50842 5.58210 -1.80078
H 2.30629 6.29993 -3.35835
H 2.98899 4.79422 -5.20186
H 1.85533 2.62729 -5.50962
H -1.87071 1.57133 -7.13596
H -3.60406 3.10017 -7.98073
H -4.93073 4.46998 -6.39797
H -4.49759 4.28164 -3.96394
H -2.75048 2.74520 -3.13094
H -1.18942 -1.46262 -6.75109
H -2.70865 -3.28357 -7.39388
H -4.61246 -3.89233 -5.92807
H -4.97205 -2.63601 -3.82060
H -3.43805 -0.80972 -3.18816
O 2.89440 -1.27817 3.90828
C 3.79017 -0.33849 4.32968
C 5.16096 -0.52802 4.23626
C 6.02477 0.45161 4.70336
C 5.52396 1.60859 5.28367
C 4.14951 1.78401 5.37560
C 3.27144 0.82711 4.88770
C 1.78802 1.10051 4.91443
O 1.27965 1.57216 5.92251
O 1.15246 0.88471 3.81574
H 3.29326 -1.86897 3.25151
H 5.54461 -1.43192 3.77742
H 7.09409 0.30652 4.61083
H 6.19665 2.36965 5.65597
H 3.73250 2.67910 5.81830
B -1.25689 3.87927 1.54962
C -0.27985 2.65213 1.44200
N 0.41948 1.73300 1.42291
H -0.93711 4.69693 0.71892
H -1.14518 4.30059 2.68292
H -2.38477 3.46262 1.34660
C -2.23519 -1.76077 0.20694
C -1.81851 -0.51845 0.93375
N -2.56340 0.57024 0.77565
O -0.84691 -0.54104 1.72549
H -3.19372 -1.64199 -0.29204
H -2.26760 -2.58488 0.92057
H -1.48513 -1.96138 -0.55642
H -3.05927 0.61901 -0.10742
H -2.20400 1.46369 1.10222

Forces on atoms 1 to 6 (eV/Å):
Ti -0.4930 0.3969 1.8807
O 0.0573 0.6274 -0.0241
C 0.1066 -0.1707 -0.3221
C 0.1089 -0.0651 -0.0430
C -0.0043 -0.0186 0.0510
C -0.0134 -0.0133 -0.0374

=====

No. 2
# C5H20FO5V

A structure of composition C5H20FO5V at a distorted geometry (wB97M-V/def2-TZVPD, OMol25).

The HOMO energy (spin up / spin down) comes out at -15.93 / -15.89 eV. The charge is +2. The expectation value of S² is 6.009. The spin multiplicity is 5. As for the HOMO-LUMO gap (spin up / spin down): 7.5 / 3.5 eV.

Geometry (Å):
V 16.48735 18.09964 -12.28146
F 14.91014 19.08053 -11.49395
C 14.30180 15.98933 -10.91356
O 15.45543 16.13939 -11.78559
H 14.30563 14.97811 -10.51304
H 14.25102 16.77501 -10.16764
H 13.37524 16.10201 -11.48488
H 15.49618 15.32587 -12.30372
C 14.26742 22.43509 -11.12891
O 13.69693 21.51807 -12.03787
H 14.29418 21.94140 -10.13118
H 15.29876 22.62428 -11.46584
H 13.70848 23.36347 -11.06454
H 14.32543 20.74934 -11.97798
C 13.99142 18.64700 -14.59284
O 15.07954 17.81298 -14.12432
H 13.38523 18.99833 -13.76229
H 14.41687 19.41975 -15.23375
H 13.31708 18.11314 -15.26419
H 14.93333 16.92846 -14.47879
C 10.87956 18.97384 -11.28608
O 11.90326 18.08590 -11.72644
H 11.27154 19.61204 -10.49060
H 10.50383 19.65722 -12.05931
H 9.97744 18.44332 -10.98735
H 12.74072 18.44535 -11.43080
C 16.08895 19.90244 -7.89612
O 16.10832 20.37511 -9.22509
H 16.47055 18.87319 -7.84364
H 16.64215 20.59227 -7.27020
H 15.07577 19.78197 -7.48999
H 15.46019 19.97855 -9.81782

Forces on atoms 1 to 6 (eV/Å):
V -3.0849 -0.9674 -0.2758
F 1.1887 0.2605 -0.4950
C -1.2153 -0.1769 -0.3408
O 0.7424 0.8534 -0.0149
H 0.2040 0.2155 0.3984
H 0.6120 -0.1529 0.1805

=====

No. 3
# C2H12O5Rb

A structure of composition C2H12O5Rb (wB97M-V/def2-TZVPD, OMol25).

The HOMO energy comes out at -13.06 eV. The charge is +1. The spin multiplicity is 1. As for the HOMO-LUMO gap: 9.8 eV.

Geometry (Å):
Rb 11.04177 -4.95546 3.37388
O 12.68295 -2.84958 2.02635
H 13.29737 -2.20431 2.38981
H 13.15193 -3.25063 1.28743
O 13.15236 -4.65461 5.30294
H 14.08666 -4.43586 5.23178
H 13.09444 -5.23412 6.06968
O 10.44372 -7.53725 2.26076
H 9.92507 -8.23792 1.85347
H 11.10842 -8.00233 2.77939
C 8.50847 -2.10129 2.96547
C 8.25532 -1.09454 4.05183
O 9.40156 -0.77724 4.81832
O 8.78730 -3.41829 3.52575
H 9.37007 -1.86746 2.34607
H 7.60076 -2.15416 2.35958
H 7.45981 -1.46710 4.70807
H 7.90788 -0.16759 3.59661
H 9.62939 -1.53637 5.36258
H 7.97361 -3.93021 3.49505

Forces on atoms 1 to 6 (eV/Å):
Rb 0.1832 0.1552 -0.1055
O -0.0477 -0.3150 0.0761
H -0.0364 0.0977 0.0055
H 0.0485 0.1359 -0.1015
O -0.0944 -0.1884 -0.0422
H 0.0345 0.0633 0.0017

=====

No. 4
# H16O8

A cluster of 8 separate species, H16O8 in total at a distorted geometry (wB97M-V/def2-TZVPD, OMol25).

The HOMO energy comes out at -11.22 eV. The charge is 0. The spin multiplicity is 1. As for the HOMO-LUMO gap: 11.0 eV.

Geometry (Å):
H -0.66165 1.30621 -0.45907
H 0.58231 1.92102 0.13044
H -1.36357 -2.94648 -1.97200
H -0.97199 -2.22136 -3.34600
H 3.22822 -1.60478 1.29397
H 2.62492 -0.62566 2.17993
H -2.02065 -0.20529 -0.47375
H -2.93111 0.48606 0.51836
H -3.89942 1.15260 2.83808
H -4.25324 0.60258 1.44506
H -0.79757 -1.45331 -0.06702
H -0.17375 -2.37147 1.04406
H 4.78382 -0.76510 0.11816
H 3.28592 -0.90912 -0.59853
H 1.74411 3.52031 -0.65834
H 0.54482 4.54818 -0.87964
O 0.33420 1.21125 -0.47140
O -1.69476 -2.42640 -2.69237
O 3.14686 -1.40774 2.24360
O -2.92476 0.15273 -0.38045
O -3.45593 0.92549 2.01563
O -0.69847 -2.36434 0.20210
O 4.23605 -0.73397 -0.75634
O 1.33566 4.20857 -1.27447

Forces on atoms 1 to 6 (eV/Å):
H 1.4506 -0.1313 -0.3234
H 0.1578 -0.0841 0.0265
H 0.6996 -0.3895 0.4347
H -0.9867 -0.6114 1.3926
H 0.2254 -0.4589 0.5680
H -0.6974 1.1415 0.4640

=====

Listing relative energy (zero: lowest compared OMol25 entry of this formula, charge and spin) for the structures above in their given order: 219.2, 248.3, 29.9, 350.6 kJ/mol.